1.
15
Properties=species:S:1:pos:R:3:lowdin_charge:R:1 method="wB97M-V/def2-TZVPD" molar_mass_g_mol=94.14 charge=+1 homo_energy_ev="-15.94 / -15.94"
C -1.49616 2.91732 0.56758 -0.1482
C 0.01022 1.03327 0.13507 -0.0442
C 0.50907 0.09204 -0.84539 0.0841
C -0.70497 2.09079 -0.41869 0.0587
C 0.27845 -2.01471 0.74083 -0.0537
C 0.78348 -1.28600 -0.54044 -0.2027
N -2.01630 3.52937 1.37276 0.2239
H 0.06194 0.96833 1.27275 0.1700
H 0.52458 0.38291 -1.92255 0.1575
H -0.71142 2.18718 -1.58040 0.1683
H -0.76588 -1.72233 0.96212 0.0865
H 0.89443 -1.85362 1.57735 0.0662
H 0.00956 -3.06879 0.34128 0.1316
H 1.90902 -1.41222 -0.26447 0.2086
H 0.71397 -1.84355 -1.39778 0.0932



2.
108
Properties=species:S:1:pos:R:3:lowdin_charge:R:1 method="wB97M-V/def2-TZVPD" molar_mass_g_mol=535.00 charge=-1 homo_energy_ev=-4.33
C 1.71670 2.35099 5.93491 -0.1444
C 0.32497 2.62502 5.16993 -0.2545
C -0.19181 1.25512 4.44886 -0.2090
C -0.70868 0.30941 5.63847 -0.2090
C -1.62116 -0.93421 5.16197 -0.1877
C -3.08647 -0.67899 5.83472 -0.2390
N -3.63728 0.50844 5.12872 -0.1107
C -4.54957 1.33188 5.95528 -0.5615
S -5.14246 2.80018 4.91554 0.6541
C -3.82328 2.01494 7.24165 -0.6244
O -4.02440 1.49692 8.40052 -0.1166
O -2.99995 3.10345 7.05594 -0.2183
H 2.55582 2.51887 5.15064 0.0679
H 1.81814 1.26464 6.26455 0.0554
H 1.80700 3.09899 6.79940 0.0726
H -0.42735 2.95998 5.97610 0.0984
H 0.42100 3.48832 4.42952 0.0955
H 0.75447 0.81694 3.95084 0.0992
H -0.99346 1.48683 3.65486 0.1003
H -1.31734 0.97690 6.36513 0.1077
H 0.14458 -0.11684 6.28813 0.1024
H -1.74386 -0.99236 4.01618 0.0891
H -1.21315 -1.92584 5.55246 0.0939
H -3.72802 -1.63023 5.76761 0.1075
H -2.88604 -0.51680 6.95472 0.1238
H -4.15813 0.11606 4.31638 0.1047
H -5.51537 0.77500 6.24191 0.1002
H -4.79980 2.56232 3.59133 -0.1785
C -0.45928 0.03296 0.50413 -0.1010
C -0.72650 -1.46548 0.52973 -0.2641
C 0.12632 -2.20883 1.55943 -0.2213
C 1.63766 -2.13743 1.32565 -0.2201
C 2.11053 -2.65814 -0.03428 -0.2689
C 1.81131 -4.13624 -0.24398 -0.1106
H 0.57214 0.25737 0.22261 0.0693
H -1.11411 0.51839 -0.22352 0.0593
H -0.65826 0.47820 1.48295 0.0584
H -0.57015 -1.88456 -0.47062 0.0944
H -1.78196 -1.62984 0.76904 0.1052
H -0.18960 -3.25781 1.58886 0.1023
H -0.08750 -1.80534 2.55568 0.0917
H 2.13917 -2.70603 2.11753 0.1111
H 1.97724 -1.10217 1.44106 0.1015
H 3.19323 -2.50991 -0.10336 0.0716
H 1.66631 -2.07167 -0.84478 0.1022
H 2.28860 -4.74417 0.52925 0.0750
H 2.19323 -4.46343 -1.21478 0.0660
H 0.73754 -4.33755 -0.23029 0.0655
C -2.81147 3.18283 -3.84876 -0.1172
C -3.22581 4.44969 -3.11334 -0.2709
C -2.11716 5.01607 -2.22490 -0.2309
C -1.66178 4.09606 -1.08894 -0.2288
C -2.76637 3.66191 -0.12184 -0.2698
C -3.39626 4.82776 0.62830 -0.1040
H -2.56953 2.37239 -3.15772 0.0564
H -3.62589 2.83841 -4.49035 0.0641
H -1.94101 3.37062 -4.48435 0.0761
H -4.12680 4.25411 -2.52236 0.1006
H -3.50257 5.20963 -3.85120 0.1023
H -2.45166 5.97271 -1.80862 0.1001
H -1.24648 5.25084 -2.84880 0.1068
H -0.87438 4.60641 -0.52242 0.1110
H -1.19296 3.19940 -1.50997 0.0940
H -2.33270 2.97206 0.61002 0.0987
H -3.54189 3.10091 -0.65333 0.0986
H -2.64411 5.37116 1.20572 0.0803
H -4.15536 4.46018 1.32297 0.0667
H -3.88647 5.52960 -0.05122 0.0642
C -3.43326 -2.38629 -8.31693 -0.1172
C -3.84705 -1.11951 -7.58072 -0.2731
C -2.73812 -0.55184 -6.69300 -0.2290
C -2.28008 -1.46984 -5.55632 -0.2276
C -3.38298 -1.90444 -4.58746 -0.2697
C -4.01344 -0.73776 -3.83972 -0.1104
H -3.19027 -3.19682 -7.62642 0.0651
H -4.24773 -2.73111 -8.95786 0.0673
H -2.56360 -2.19823 -8.95326 0.0743
H -4.74748 -1.31551 -6.98890 0.0989
H -4.12466 -0.35983 -8.31829 0.1033
H -3.07347 0.40472 -6.27699 0.0947
H -1.86838 -0.31656 -7.31770 0.1088
H -1.49292 -0.95723 -4.99137 0.1097
H -1.81025 -2.36622 -5.97637 0.0991
H -2.94753 -2.59241 -3.85482 0.1045
H -4.15819 -2.46746 -5.11687 0.0975
H -3.26128 -0.19166 -3.26456 0.0661
H -4.77184 -1.10355 -3.14303 0.0720
H -4.50472 -0.03874 -4.52093 0.0642
C 5.47733 -1.83171 -1.71217 -0.1176
C 6.10484 -2.73124 -0.65604 -0.2720
C 7.02039 -1.97556 0.30864 -0.2250
C 8.23890 -1.30998 -0.33697 -0.2299
C 9.16461 -2.25596 -1.10654 -0.2746
C 9.79752 -3.32192 -0.22242 -0.1172
H 6.23184 -1.36940 -2.35258 0.0651
H 4.81136 -2.41405 -2.35284 0.0701
H 4.88448 -1.04023 -1.24474 0.0750
H 6.65201 -3.54510 -1.14398 0.1000
H 5.30509 -3.20382 -0.07730 0.0912
H 7.35346 -2.66476 1.09256 0.1014
H 6.43615 -1.20210 0.82052 0.1122
H 8.81697 -0.80773 0.44739 0.1090
H 7.90601 -0.51728 -1.01605 0.1003
H 9.96460 -1.66182 -1.56146 0.1029
H 8.62576 -2.73159 -1.93197 0.0976
H 10.38186 -2.86557 0.58084 0.0746
H 10.46858 -3.95078 -0.81314 0.0675
H 9.04507 -3.97610 0.22430 0.0655



3.
18
Properties=species:S:1:pos:R:3:lowdin_charge:R:1 method="wB97M-V/def2-TZVPD" molar_mass_g_mol=94.13 multiplicity=2 homo_energy_ev="-2.97 / -8.53"
C 0.89087 -2.21607 0.28444 -0.0887
C 0.90767 -0.74923 0.62992 -0.4658
C 1.21394 -0.15629 1.81667 -0.0479
N 0.54243 0.09757 -0.54248 0.1339
H 1.89552 -2.49477 -0.00443 0.0674
H 0.24779 -2.40286 -0.57843 0.0581
H 0.57513 -2.78821 1.15371 0.0710
H 1.34987 0.90418 1.87231 0.0020
H 1.09354 -0.75585 2.72837 0.0326
H 1.20717 -0.18558 -1.27096 0.1391
H -0.34893 -0.25318 -1.01126 0.1155
H 0.51125 1.10737 -0.38454 0.0867
H -0.72523 3.48442 0.22136 0.0451
H -0.48931 2.69057 1.49137 0.0316
O -0.56541 2.57327 0.53237 -0.1118
H -2.60187 0.79593 -1.67426 0.0137
H -3.10322 0.33432 -3.01765 0.0370
O -2.60123 0.01442 -2.24654 -0.1194



4.
118
Properties=species:S:1:pos:R:3:lowdin_charge:R:1 method="wB97M-V/def2-TZVPD" molar_mass_g_mol=1043.19 homo_energy_ev=-8.77
O 0.72254 5.04020 -1.40032 -0.3734
S -0.71438 5.11666 -1.52678 0.6379
O -1.33667 4.91469 -2.81255 -0.3529
C -1.43593 4.03416 -0.30601 -0.2341
C -1.60440 4.91802 0.92354 -0.2109
C -2.14448 6.26080 0.41163 -0.2156
C -1.29043 6.66137 -0.79676 -0.2089
H -0.77649 3.18328 -0.16932 0.0696
H -2.39598 3.69938 -0.69866 0.1136
H -2.26972 4.45587 1.65160 0.1159
H -0.63461 5.07286 1.40293 0.1199
H -3.18653 6.14043 0.10583 0.1179
H -2.10281 7.03071 1.17655 0.0726
H -1.84672 7.20439 -1.55661 0.1014
H -0.41102 7.23121 -0.50135 0.1041
O -0.43839 -1.47431 0.40822 -0.3182
S -0.04375 -0.22104 -0.18820 0.6816
O -0.76091 0.98998 0.13367 -0.3350
C 1.71136 0.01629 0.07602 -0.2248
C 2.36081 -0.60597 -1.15597 -0.2072
C 1.50801 -0.14306 -2.34417 -0.2145
C 0.03958 -0.37803 -1.97559 -0.2070
H 1.98170 -0.44278 1.02407 0.1062
H 1.88588 1.09175 0.11456 0.1079
H 3.39785 -0.28865 -1.25275 0.1169
H 2.34844 -1.69523 -1.08361 0.1227
H 1.67492 0.92220 -2.52222 0.1165
H 1.74721 -0.67770 -3.25883 0.0928
H -0.62996 0.36577 -2.39963 0.1042
H -0.30194 -1.37563 -2.24492 0.1105
O -3.97834 -6.76055 1.09898 -0.3366
S -4.30252 -5.52824 1.78263 0.6754
O -5.32783 -5.52080 2.79305 -0.3235
C -2.78011 -4.82370 2.40581 -0.2208
C -2.27740 -3.95073 1.26224 -0.2207
C -3.50771 -3.21584 0.71629 -0.2097
C -4.62487 -4.25384 0.55003 -0.2149
H -2.10476 -5.63303 2.67889 0.0871
H -3.03956 -4.23297 3.28483 0.1088
H -1.51179 -3.25495 1.59242 0.0929
H -1.83950 -4.58010 0.48413 0.1224
H -3.81766 -2.44501 1.42432 0.1193
H -3.29001 -2.72157 -0.22874 0.1111
H -5.62136 -3.85903 0.73129 0.0996
H -4.59140 -4.74094 -0.42266 0.1025
O 1.17960 8.63371 3.65833 -0.3106
S -0.25595 8.70558 3.59828 0.6679
O -0.93412 8.49288 2.34269 -0.3318
C -0.94442 7.63236 4.85787 -0.2293
C -1.05245 8.52548 6.08864 -0.2195
C -1.60270 9.86857 5.58785 -0.2124
C -0.80059 10.25484 4.34015 -0.2153
H -0.28386 6.77658 4.97545 0.1086
H -1.92364 7.30652 4.50717 0.1077
H -1.69654 8.07970 6.84479 0.1155
H -0.06406 8.66700 6.53022 0.1204
H -2.65740 9.75737 5.32996 0.1169
H -1.53133 10.64341 6.34920 0.1140
H -1.38471 10.79465 3.59941 0.1020
H 0.09852 10.81742 4.58353 0.1047
O 0.09804 -6.87471 1.95717 -0.3399
S 0.22102 -7.75933 0.81670 0.6727
O 0.91484 -7.30100 -0.36008 -0.3251
C 0.90208 -9.31488 1.38965 -0.2233
C -0.32601 -10.13130 1.77623 -0.2118
C -1.36233 -9.89521 0.66629 -0.1997
C -1.40705 -8.38634 0.40332 -0.2192
H 1.58353 -9.11989 2.21555 0.0890
H 1.44006 -9.75588 0.55035 0.1079
H -0.07881 -11.18556 1.88829 0.1185
H -0.71447 -9.77735 2.73379 0.1120
H -1.06064 -10.42441 -0.24004 0.1147
H -2.34662 -10.26280 0.95122 0.1169
H -1.61288 -8.13011 -0.63297 0.1084
H -2.11746 -7.87851 1.04905 0.0648
O -0.54703 -8.85052 5.72643 -0.3178
S 0.86935 -8.62449 5.58662 0.6584
O 1.67127 -9.56348 4.83952 -0.3313
C 1.14258 -6.96695 4.98531 -0.2372
C 1.24339 -6.11530 6.24388 -0.2155
C 2.10807 -6.91847 7.22722 -0.2141
C 1.58484 -8.36047 7.22262 -0.2171
H 0.32807 -6.70937 4.31385 0.0817
H 2.08051 -6.98005 4.43031 0.1133
H 1.67139 -5.13810 6.02655 0.1155
H 0.24810 -5.96047 6.66620 0.1200
H 3.14762 -6.90277 6.89460 0.1157
H 2.07844 -6.49803 8.23136 0.1118
H 2.36467 -9.10300 7.37118 0.1001
H 0.78535 -8.51455 7.94459 0.1029
O 2.87604 -0.33338 -6.17457 -0.3193
S 1.53946 0.20302 -6.12367 0.6585
O 0.51497 -0.48704 -5.37786 -0.3319
C 1.62441 1.91966 -5.61111 -0.2803
C 1.76872 2.68740 -6.91932 -0.2472
C 0.78104 2.04035 -7.90119 -0.1973
C 0.96311 0.52063 -7.80059 -0.2146
H 2.46180 2.03537 -4.92707 0.0850
H 0.69016 2.16006 -5.10365 0.0940
H 1.56422 3.74679 -6.77479 0.0133
H 2.78913 2.58883 -7.29688 0.1297
H -0.23887 2.31021 -7.62173 0.1210
H 0.94338 2.38240 -8.92215 0.1149
H 0.04136 -0.03565 -7.94908 0.1012
H 1.73349 0.14982 -8.47391 0.1040
P 1.81029 4.89533 -4.42009 0.8908
C 1.78556 5.58237 -6.13998 -0.5191
C 3.13876 5.75310 -6.83512 -0.3907
C 3.86121 7.04244 -6.49977 -0.6662
I 2.80208 8.80496 -7.05373 0.7669
H 1.72482 6.04446 -3.62478 -0.0885
H 3.17837 4.58911 -4.25179 -0.0762
H 1.11979 4.96338 -6.73979 0.0383
H 1.30133 6.55848 -6.06237 0.0216
H 3.05258 5.61921 -7.91506 0.1078
H 3.80715 4.95696 -6.48511 0.0929
H 4.81270 7.10711 -7.01839 0.0367
H 4.05827 7.11557 -5.43259 0.0409



5.
36
Properties=species:S:1:pos:R:3:lowdin_charge:R:1 method="wB97M-V/def2-TZVPD" molar_mass_g_mol=258.28 homo_energy_ev=-9.42
C 2.92101 -1.32839 1.59877 0.0112
C 3.35633 -1.40539 0.05698 -0.3953
O 4.55339 -1.60605 -0.19583 0.1091
O 2.31317 -1.22900 -0.91959 0.0473
C 2.08006 0.19835 -0.94499 -0.3371
O 2.88546 1.01924 -0.46992 0.0839
C 0.74585 0.66426 -1.67423 0.0040
C -0.52982 0.80744 -0.66255 -0.2671
C -1.66706 -0.20952 -1.13566 -0.0654
C -2.16597 -1.28565 -0.05548 -0.6158
N -2.90391 -2.35236 -0.84532 0.0350
N -3.17048 -0.73820 0.88097 0.0689
N -1.04731 -2.04028 0.62450 0.0647
C -0.17503 1.00290 0.87830 -0.1054
C 0.54235 2.46006 1.04761 -0.1609
N 0.04691 3.15086 -0.20042 0.0060
C -0.94891 2.35421 -0.97972 -0.3252
O -1.83920 2.79794 -1.71830 0.0919
H 3.75398 -1.63866 2.30259 0.1008
H 2.65585 -0.22888 1.79309 0.0833
H 1.96016 -1.94113 1.70521 0.0868
H 0.53867 -0.02217 -2.55549 0.1318
H 0.97480 1.69842 -2.12680 0.1392
H -1.39346 -0.81022 -2.08135 0.1240
H -2.60245 0.39480 -1.44275 0.1345
H -2.15144 -2.97064 -1.20149 0.0695
H -3.32628 -1.89685 -1.66638 0.0635
H -3.53289 -1.44117 1.53317 0.0830
H -2.86463 0.12286 1.34446 0.0573
H -0.14525 -1.85144 0.15129 0.0539
H -0.98545 -1.67480 1.59314 0.0702
H -0.99640 1.07939 1.66117 0.1129
H 0.46204 0.11667 1.23945 0.0878
H 0.04771 3.05459 1.90333 0.1192
H 1.65792 2.46777 1.25965 0.1141
H 0.95026 3.28104 -0.69741 0.1182



Per-record ΔE to the lowest compared entry with this formula, charge and spin, kJ/mol: 478.6, 0.0, 227.6, 44.3, 453.4